Entry 1:
{"formula": "C5H10ClN2O2P", "method": "wB97M-V/def2-TZVPD", "smiles": "N[P@@H](=O)C(=O)CC/N=C/CCl", "homo_ev": -9.5, "charge": 0, "gap_ev": 9.72, "de_lowest_kcal_mol": 0.0, "multiplicity": 1, "max_force_ev_per_a": 0.9, "species": ["C", "C", "C", "C", "C", "N", "N", "O", "O", "P", "Cl", "H", "H", "H", "H", "H", "H", "H", "H", "H", "H"], "xyz": [[0.99329, 0.11069, 0.62106], [0.51012, 1.31603, -0.11924], [-0.66780, 0.91815, -1.03405], [-2.41007, -0.21071, 0.00914], [-3.64342, -0.27528, 0.83203], [-1.89027, 0.89563, -0.27959], [3.26472, -1.70219, 0.59206], [0.73868, -0.17121, 1.76125], [1.18062, -2.25557, -0.83344], [2.01424, -1.15733, -0.34642], [-4.90549, -1.19310, -0.04686], [0.17114, 2.08409, 0.57835], [1.32727, 1.69505, -0.73689], [-0.78000, 1.68579, -1.80263], [-0.44548, -0.05061, -1.51100], [-1.99849, -1.17363, -0.32194], [2.67947, -0.42637, -1.33366], [-4.03234, 0.72044, 1.03934], [-3.45236, -0.82066, 1.75803], [3.01748, -2.54160, 1.10088], [3.80529, -1.04600, 1.13526]], "nbo_charge": [0.2880, -0.5254, -0.2347, 0.1155, -0.4141, -0.4052, -1.1852, -0.5043, -1.0756, 1.7935, -0.0622, 0.2470, 0.2271, 0.2144, 0.1923, 0.1722, -0.1313, 0.2357, 0.2306, 0.4183, 0.4035]}

Entry 2:
{"formula": "C5H10ClNO", "method": "wB97M-V/def2-TZVPD", "smiles": "C[C@@H]1OCCN[C@H]1Cl", "homo_ev": -9.1, "charge": 0, "gap_ev": 10.07, "de_lowest_kcal_mol": 35.1, "multiplicity": 1, "max_force_ev_per_a": 3.3, "species": ["C", "C", "C", "C", "C", "N", "O", "Cl", "H", "H", "H", "H", "H", "H", "H", "H", "H", "H"], "xyz": [[0.50946, -1.51743, 0.90021], [-0.07599, -1.61572, -0.50525], [-0.05871, 0.74633, -0.65733], [0.58963, 0.86338, 0.77680], [-0.95491, 1.95113, -0.88045], [1.31360, -0.31714, 1.00043], [-0.83374, -0.43518, -0.76642], [1.75321, 2.19398, 0.98910], [-0.24155, -1.73605, 1.63931], [1.21163, -2.40444, 1.06137], [0.71967, -1.53018, -1.27234], [-0.78274, -2.40302, -0.49389], [0.53048, 0.76540, -1.53043], [-0.33538, 1.01743, 1.36744], [-1.77801, 1.79725, -0.05659], [-1.36300, 1.63978, -1.87970], [-0.51173, 2.95109, -0.91741], [1.91591, -0.32281, 1.80446]], "nbo_charge": [-0.2502, -0.0765, 0.0687, -0.0377, -0.6309, -0.6494, -0.5384, -0.0470, 0.1784, 0.2037, 0.1796, 0.1998, 0.1779, 0.1772, 0.2039, 0.2231, 0.2349, 0.3827]}

Entry 3:
{"formula": "C5H10ClNOSi", "method": "wB97M-V/def2-TZVPD", "smiles": "C=CC(=O)N[Si](C)(C)Cl", "homo_ev": -9.9, "charge": 0, "gap_ev": 10.30, "de_lowest_kcal_mol": 8.1, "multiplicity": 1, "max_force_ev_per_a": 4.1, "species": ["C", "C", "C", "C", "C", "N", "O", "Si", "Cl", "H", "H", "H", "H", "H", "H", "H", "H", "H", "H"], "xyz": [[-1.69766, 2.53476, -1.45555], [-0.78167, 1.69322, -1.95588], [0.18336, 0.98063, -1.13001], [-0.07536, -2.52786, 0.29862], [1.99473, -0.55600, 1.55290], [-0.31772, 0.71304, 0.11796], [1.25045, 0.54602, -1.48381], [0.11998, -0.82072, 1.07305], [-1.15968, -0.53814, 2.61648], [-2.59834, 3.00840, -1.93423], [-1.64730, 2.81824, -0.30587], [-0.62547, 1.52317, -2.92392], [-0.00648, -2.56218, -0.75125], [0.62722, -3.14036, 0.76646], [-1.01037, -2.87680, 0.61003], [2.16714, -0.43367, 2.63299], [2.42252, -1.50331, 1.32332], [2.39492, 0.13254, 0.75613], [-1.24026, 1.00901, 0.19258]], "nbo_charge": [-0.3432, -0.2896, 0.6379, -1.1050, -1.1044, -0.9872, -0.6063, 1.6691, -0.3826, 0.2199, 0.1959, 0.2183, 0.2555, 0.2432, 0.2415, 0.2477, 0.2233, 0.2751, 0.3910]}

Entry 4:
{"formula": "C5H10CoO5", "method": "wB97M-V/def2-TZVPD", "homo_ev": [-10.3, -12.3], "charge": 1, "gap_ev": [3.80, 5.43], "s2": 6.009, "multiplicity": 5, "max_force_ev_per_a": 4.1, "species": ["C", "C", "O", "C", "O", "O", "O", "Co", "H", "H", "H", "H", "H", "C", "C", "O", "H", "H", "H", "H", "H"], "xyz": [[-0.82656, -0.36725, 1.60810], [-1.76988, -0.85164, 0.58662], [-1.81569, 0.08546, -0.54858], [-2.66749, -0.16398, -1.50416], [-3.44046, -1.17270, -1.47745], [-2.69220, 0.60405, -2.51672], [-0.64007, -1.20186, 2.65522], [-3.99768, -0.59538, -3.11736], [-0.69887, 0.70539, 1.77487], [-2.78831, -0.92312, 0.98570], [-1.45275, -1.82739, 0.19624], [-0.23168, -0.73210, 3.41811], [1.29805, -0.13236, 0.75111], [2.42959, -0.09788, 0.35281], [2.80549, 1.19648, -0.32128], [2.07959, 1.31014, -1.54427], [3.06655, -0.27386, 1.22820], [2.55267, -0.95506, -0.32198], [3.88554, 1.21922, -0.53845], [2.57763, 2.05355, 0.33270], [2.32653, 2.12028, -1.99941]], "lowdin_spin": [0.5887, 0.0996, 0.0025, 0.0192, 0.1470, 0.1507, 0.1981, 2.6836, 0.0281, 0.0252, 0.0133, -0.0003, 0.0138, 0.0261, 0.0022, 0.0002, 0.0006, 0.0002, 0.0011, 0.0002, 0.0000]}